No. 1
{
  "formula": "C18H35As2CuNS2",
  "method": "wB97M-V/def2-TZVPD",
  "elements": ["Cu", "S", "S", "C", "C", "C", "N", "C", "C", "H", "H", "H", "H", "H", "H", "H", "H", "C", "H", "H", "H", "H", "H", "H", "H", "C", "C", "H", "H", "H", "H", "C", "As", "C", "C", "C", "C", "C", "C", "C", "As", "C", "C", "H", "H", "H", "H", "H", "H", "H", "H", "H", "H", "H", "H", "H", "H", "H", "H"],
  "positions_angstrom": [[0.08218, -1.02005, -0.04670], [0.76985, -0.92140, 2.37532], [1.36996, -0.27771, -1.89552], [2.45642, -0.27616, 2.60195], [1.14351, -2.68283, 2.38164], [1.92360, -3.17624, 1.17009], [1.26660, -2.77892, -0.11823], [2.16795, -2.90459, -1.29280], [1.71253, -2.00214, -2.41827], [0.19802, -3.22781, 2.46847], [1.72678, -2.83358, 3.29629], [1.98958, -4.27410, 1.21467], [2.94592, -2.77840, 1.18513], [2.12544, -3.93885, -1.63760], [3.19387, -2.67380, -0.98213], [0.79590, -2.37155, -2.89423], [2.49093, -1.90849, -3.17611], [3.06178, 0.12398, -1.33594], [0.47430, -3.41090, -0.23958], [3.25253, -0.21962, -0.30958], [3.18798, 1.21126, -1.37654], [3.77545, -0.33675, -2.03235], [2.39329, 0.79187, 2.85081], [3.05212, -0.40585, 1.69024], [2.91406, -0.81509, 3.44223], [-3.28812, -2.41322, -1.60302], [-3.51155, -1.03355, -1.26744], [-3.16128, -3.14232, -0.80850], [-3.71995, -2.75068, -2.53314], [-4.23473, -0.90272, -0.45003], [-3.61512, -0.32405, -2.10732], [-1.88005, -1.99840, 0.78206], [-2.02070, -0.17690, -0.29356], [-2.77985, 0.60709, 1.32451], [-1.75569, 1.73670, -1.13242], [-2.71684, 2.27779, -1.98452], [-2.59629, 3.64034, -2.32624], [-1.54376, 4.42744, -1.84963], [-0.58368, 3.86220, -1.00136], [-0.70074, 2.52552, -0.61575], [0.68299, 1.83404, 0.63796], [2.16353, 3.05262, 0.19229], [0.10127, 2.66087, 2.32113], [-2.94927, -2.10112, 1.00779], [-1.34291, -1.92358, 1.73631], [-1.56964, -2.86248, 0.17669], [-2.71228, 1.68741, 1.15828], [-3.80681, 0.25924, 1.48475], [-2.11107, 0.29792, 2.13642], [-3.54159, 1.66090, -2.37901], [-3.35100, 4.07727, -2.97193], [-1.46479, 5.48325, -2.12440], [0.25061, 4.45761, -0.63939], [2.04200, 3.94616, 0.81736], [3.09521, 2.52778, 0.44342], [2.12988, 3.30213, -0.87635], [0.26214, 3.74040, 2.20441], [-0.95637, 2.42165, 2.48587], [0.71592, 2.25039, 3.13349]],
  "gap_ev": [6.009, 6.032],
  "spin_multiplicity": 2,
  "relative_energy_kj_mol": 0.0,
  "e_homo_ev": [-13.87, -13.87],
  "e_tot_ha": -7669.305774,
  "lumo_energy_ev": [-7.86, -7.84],
  "total_charge": 2
}

No. 2
{
  "formula": "C33H21FN6O6RuSSe",
  "method": "wB97M-V/def2-TZVPD",
  "elements": ["Ru", "Se", "N", "C", "C", "C", "C", "C", "N", "C", "C", "N", "C", "C", "C", "C", "C", "N", "H", "H", "H", "H", "H", "H", "C", "C", "C", "C", "C", "C", "C", "F", "C", "C", "C", "O", "C", "C", "N", "C", "C", "O", "O", "H", "H", "H", "H", "H", "H", "H", "H", "H", "H", "H", "O", "C", "N", "S", "O", "O", "C", "C", "C", "C", "C", "C", "H", "H", "H", "H"],
  "positions_angstrom": [[1.30761, -0.01591, -0.77336], [6.53083, 0.20311, 4.70810], [6.64275, 0.17369, 2.93731], [5.42260, 0.15769, 2.47930], [5.08952, 0.13183, 1.05334], [6.03697, 0.13497, 0.02710], [5.60692, 0.13460, -1.28039], [4.23964, 0.11173, -1.54130], [3.34526, 0.07920, -0.55995], [3.75570, 0.11058, 0.70825], [2.69413, 0.13312, 1.70098], [1.42396, 0.14356, 1.24280], [0.40460, 0.12929, 2.09186], [0.60740, 0.14035, 3.46536], [1.89477, 0.15423, 3.94853], [2.96675, 0.14997, 3.05328], [4.37355, 0.16522, 3.46786], [4.75656, 0.18869, 4.71345], [7.08908, 0.15098, 0.27959], [6.30766, 0.14523, -2.10224], [3.85696, 0.10599, -2.54920], [-0.58722, 0.10180, 1.66196], [-0.24410, 0.13231, 4.12944], [2.09827, 0.16768, 5.01143], [-4.42421, 4.70000, -2.13131], [-4.23700, 4.28708, -0.67588], [-5.54229, 3.94446, 0.02414], [-6.18392, 2.70929, -0.59423], [-5.19305, 1.57544, -0.68253], [-5.62221, 0.27267, -0.76801], [-4.70409, -0.77485, -0.83021], [-5.17731, -2.02362, -0.90322], [-3.35867, -0.56340, -0.81011], [-2.89693, 0.76100, -0.74516], [-1.47132, 1.01854, -0.78509], [-0.69949, 0.02101, -0.95145], [-1.05234, 2.35420, -0.64677], [-2.00946, 3.34428, -0.57131], [-3.31472, 3.12629, -0.60512], [-3.80663, 1.82421, -0.67705], [0.37816, 2.82619, -0.64039], [0.62368, 3.98168, -0.38500], [1.29738, 1.94490, -0.96336], [-5.14301, 5.51708, -2.19585], [-4.78700, 3.86795, -2.73657], [-3.48083, 5.04249, -2.55796], [-3.75474, 5.10302, -0.13887], [-6.21218, 4.80034, -0.04856], [-5.34586, 3.76380, 1.08374], [-6.56184, 2.94091, -1.59325], [-7.04247, 2.39488, -0.00170], [-6.68086, 0.04339, -0.77828], [-2.65341, -1.38571, -0.82547], [-1.67844, 4.37245, -0.49016], [2.95998, -2.26281, -2.37782], [2.19819, -2.76358, -1.57358], [1.32705, -2.03015, -0.79016], [0.43862, -2.99358, 0.24084], [-0.96190, -2.90120, -0.05307], [0.85564, -2.72855, 1.59340], [1.11389, -4.50289, -0.35140], [0.79301, -5.79445, 0.01328], [1.47019, -6.81931, -0.63432], [2.43006, -6.54754, -1.60778], [2.73472, -5.23965, -1.96065], [2.05717, -4.22102, -1.31674], [0.04527, -6.00434, 0.76599], [1.24334, -7.84609, -0.37989], [2.93925, -7.36553, -2.09981], [3.47038, -4.99919, -2.71679]],
  "gap_ev": [7.812, 6.937],
  "spin_multiplicity": 2,
  "relative_energy_kj_mol": 13.9,
  "e_homo_ev": [-11.24, -11.24],
  "e_tot_ha": -5044.438937,
  "lumo_energy_ev": [-3.43, -4.31],
  "total_charge": 1
}

No. 3
{
  "formula": "C4H3NO",
  "method": "wB97M-V/def2-TZVPD",
  "elements": ["C", "C", "C", "N", "C", "O", "H", "H", "H"],
  "positions_angstrom": [[2.38540, -0.14815, -0.39637], [1.24882, -0.38806, -0.07892], [-0.11942, -0.69213, 0.28683], [-0.83409, 0.22940, 1.31888], [-1.17611, 0.26124, 0.11596], [-1.99222, 0.85578, -0.73377], [3.39250, 0.07717, -0.67099], [-0.35461, -1.75316, 0.36838], [-2.50839, 1.51733, -0.24390]],
  "gap_ev": 10.227,
  "relative_energy_kj_mol": 241.1,
  "e_homo_ev": -9.74,
  "e_tot_ha": -284.081273,
  "lumo_energy_ev": 0.49,
  "smiles": "C#C[C@H]1N=C1O"
}

No. 4
{
  "formula": "C3H6NO2",
  "method": "wB97M-V/def2-TZVPD",
  "elements": ["C", "C", "C", "N", "O", "O", "H", "H", "H", "H", "H", "H"],
  "positions_angstrom": [[-0.04448, -0.07937, -0.22471], [-0.14838, 1.36319, -0.69035], [0.83134, -0.33336, 1.01978], [-0.80776, -0.99334, -0.64083], [-0.82173, -2.57531, 0.77697], [-1.57504, -1.08563, -1.56364], [-0.73835, 2.04137, -0.00901], [0.74129, 1.90962, -0.71207], [-0.70624, 1.31359, -1.63008], [1.83050, -0.89429, 0.61721], [0.30313, -1.26879, 1.53350], [1.13573, 0.60233, 1.52323]],
  "gap_ev": [7.555, 7.336],
  "relative_energy_kj_mol": 753.4,
  "e_homo_ev": [-3.50, -3.29],
  "e_tot_ha": -322.931313,
  "lumo_energy_ev": [4.05, 4.05],
  "total_charge": -1
}

No. 5
{
  "formula": "F2HPS2",
  "method": "wB97M-V/def2-TZVPD",
  "elements": ["F", "F", "P", "S", "S", "H"],
  "positions_angstrom": [[-1.85266, -0.98309, 1.48920], [0.17052, -1.26558, 2.56632], [-0.45869, -1.75861, 1.21364], [-0.19509, 0.66714, -0.84604], [1.15949, 2.05243, -1.62757], [1.17643, 1.28772, -2.79555]],
  "gap_ev": [6.356, 8.153],
  "relative_energy_kj_mol": 265.9,
  "e_homo_ev": [-8.33, -9.13],
  "e_tot_ha": -1338.046444,
  "lumo_energy_ev": [-1.97, -0.98]
}